Record 1
The following is a quantum chemistry calculation of a cluster of 3 separate species, C6H17N2O3 in total, from the Open Molecules 2025 dataset.

Computed properties:
HOMO energy	-14.0	eV
charge	+1
relative energy (zero: lowest compared OMol25 entry of this formula, charge and spin)	72.9	kcal per mole

Bonds (Å) are listed after each position.
Atoms and positions in Å:
1 C 0.813 -2.766 0.418  C2 1.507, H8 1.104, H9 1.215, H10 1.028
2 C 2.146 -2.244 -0.053  C1 1.507, O3 1.252, N4 1.516
3 O 3.220 -2.652 0.444  C2 1.252
4 N 2.098 -1.112 -1.060  C2 1.516, H5 1.034, H6 1.159, C7 1.465
5 H 2.582 -1.695 -1.764  N4 1.034
6 H 0.959 -0.905 -1.121  N4 1.159
7 C 2.695 0.154 -0.626  N4 1.465, H11 1.064, H12 1.157, H13 1.100
8 H 0.084 -2.738 -0.410  C1 1.104
9 H 0.313 -2.096 1.299  C1 1.215
10 H 0.994 -3.727 0.736  C1 1.028
11 H 2.111 0.451 0.211  C7 1.064
12 H 2.752 0.869 -1.534  C7 1.157
13 H 3.771 0.086 -0.409  C7 1.100
14 C -0.654 1.526 2.162  C15 1.525, H21 1.100, H22 1.089, H23 1.141
15 C -1.846 1.286 1.242  C14 1.525, O16 1.216, N17 1.554
16 O -2.818 0.705 1.685  C15 1.216
17 N -1.789 1.686 -0.259  C15 1.554, H18 1.010, H19 1.167, C20 1.529
18 H -1.142 2.451 -0.383  N17 1.010
19 H -1.087 0.880 -0.727  N17 1.167
20 C -3.113 1.780 -1.018  N17 1.529, H24 0.955, H25 1.169, H26 1.154
21 H -0.785 1.385 3.246  C14 1.100
22 H -0.269 2.533 2.010  C14 1.089
23 H 0.079 0.796 1.681  C14 1.141
24 H -3.417 2.643 -0.744  C20 0.955
25 H -3.627 0.761 -0.765  C20 1.169
26 H -2.816 1.716 -2.130  C20 1.154
27 O -0.365 -0.461 -1.006  H28 1.003
28 H -0.880 -1.315 -1.116  O27 1.003

Record 2
The following is a quantum chemistry calculation of an isolated molecule of C8H13NS, from the Open Molecules 2025 dataset.

Computed properties:
SMILES	C=C(C)N1CS[C@@H](C)C1=C
HOMO energy	-7.8	eV
charge	0
relative energy (zero: lowest compared OMol25 entry of this formula, charge and spin)	38.2	kcal per mole

Bonds (Å) are listed after each position.
Atoms and positions in Å:
1 C -0.434 0.539 0.445  C3 1.303, C6 1.553, N9 1.334
2 C 0.401 -0.715 -1.412  C4 1.354, C7 1.536, N9 1.413
3 C -0.705 1.712 -0.053  C1 1.303, H11 1.074, H12 1.138
4 C 0.748 -1.917 -1.931  C2 1.354, H13 1.165, H14 1.041
5 C -1.021 -1.728 0.510  N9 1.495, S10 1.785, H15 1.097, H16 1.117
6 C -0.439 0.315 1.982  C1 1.553, C8 1.540, S10 1.848, H17 1.150
7 C 1.023 0.609 -1.878  C2 1.536, H18 1.071, H19 1.033, H20 1.112
8 C 0.970 -0.185 2.349  C6 1.540, H21 1.044, H22 1.089, H23 1.127
9 N -0.254 -0.635 -0.163  C1 1.334, C2 1.413, C5 1.495
10 S -1.573 -1.140 2.101  C5 1.785, C6 1.848
11 H -0.855 1.902 -1.100  C3 1.074
12 H -0.980 2.604 0.597  C3 1.138
13 H 0.465 -2.952 -1.477  C4 1.165
14 H 1.346 -2.004 -2.778  C4 1.041
15 H -0.284 -2.542 0.512  C5 1.097
16 H -1.962 -1.910 -0.063  C5 1.117
17 H -0.842 1.191 2.607  C6 1.150
18 H 1.935 0.367 -2.384  C7 1.071
19 H 1.337 1.272 -1.151  C7 1.033
20 H 0.300 0.920 -2.664  C7 1.112
21 H 0.924 -0.985 1.679  C8 1.044
22 H 1.045 -0.383 3.417  C8 1.089
23 H 1.774 0.534 2.021  C8 1.127

Record 3
The following is a quantum chemistry calculation of a cluster of 29 separate species, C37H69Cl56FIN2O2 in total, from the Open Molecules 2025 dataset.

Computed properties:
HOMO energy	-11.0	eV
charge	+1

Bonds (Å) are listed after each position.
Atoms and positions in Å:
1 C 3.234 2.999 -1.792  C2 1.602, H16 1.156, H17 1.142, H18 1.143
2 C 3.832 3.366 -3.232  C1 1.602, I3 2.220, C4 1.608, H19 1.140
3 I 3.775 1.481 -4.405  C2 2.220
4 C 2.970 4.428 -4.078  C2 1.608, C5 1.638, H20 1.154, H21 1.156
5 C 2.769 5.904 -3.396  C4 1.638, C6 1.594, C12 1.615, N15 1.495
6 C 1.463 5.975 -2.485  C5 1.594, O7 1.264, N8 1.481
7 O 1.580 5.742 -1.248  C6 1.264
8 N 0.096 6.273 -2.972  C6 1.481, C9 1.488, H22 1.046
9 C -0.408 5.155 -3.814  N8 1.488, O10 1.246, F11 1.428
10 O -0.341 5.306 -5.049  C9 1.246
11 F -0.906 3.934 -3.267  C9 1.428
12 C 2.962 6.974 -4.590  C5 1.615, C13 1.632, H23 1.140, H24 1.150
13 C 4.591 6.959 -4.688  C12 1.632, C14 1.600, H25 1.147, H26 1.139
14 C 5.026 6.632 -3.183  C13 1.600, N15 1.325, H27 1.144
15 N 3.990 6.097 -2.555  C5 1.495, C14 1.325, H28 1.043
16 H 3.763 2.024 -1.467  C1 1.156
17 H 2.111 2.789 -1.785  C1 1.142
18 H 3.499 3.769 -0.989  C1 1.143
19 H 4.932 3.651 -3.144  C2 1.140
20 H 1.949 3.924 -4.262  C4 1.154
21 H 3.467 4.506 -5.119  C4 1.156
22 H -0.524 6.244 -2.131  N8 1.046
23 H 2.599 8.007 -4.272  C12 1.140
24 H 2.465 6.667 -5.580  C12 1.150
25 H 4.861 8.068 -4.792  C13 1.147
26 H 5.056 6.377 -5.549  C13 1.139
27 H 6.074 6.850 -2.778  C14 1.144
28 H 4.175 5.877 -1.552  N15 1.043
29 C -3.134 4.074 -0.324  Cl30 1.769, Cl31 1.767, H32 1.089, H33 1.089
30 Cl -2.698 5.631 -1.043  C29 1.769
31 Cl -1.798 3.411 0.626  C29 1.767
32 H -3.996 4.214 0.326  C29 1.089
33 H -3.382 3.374 -1.121  C29 1.089
34 C 2.934 -0.343 0.711  Cl35 1.770, Cl36 1.769, H37 1.094, H38 1.090
35 Cl 4.272 0.808 0.857  C34 1.770
36 Cl 3.008 -1.206 -0.831  C34 1.769
37 H 2.994 -1.064 1.532  C34 1.094
38 H 1.991 0.201 0.768  C34 1.090
39 C -0.349 0.835 -4.284  Cl40 1.768, Cl41 1.768, H42 1.090, H43 1.089
40 Cl -1.649 -0.269 -3.820  C39 1.768
41 Cl 0.832 1.017 -2.980  C39 1.768
42 H 0.155 0.439 -5.164  C39 1.090
43 H -0.777 1.810 -4.511  C39 1.089
44 C 0.212 -3.847 0.073  Cl45 1.769, Cl46 1.769, H47 1.089, H48 1.089
45 Cl 0.937 -2.942 1.409  C44 1.769
46 Cl -0.247 -2.772 -1.254  C44 1.769
47 H 0.934 -4.575 -0.295  C44 1.089
48 H -0.678 -4.360 0.436  C44 1.089
49 C 1.105 0.074 4.150  Cl50 1.770, Cl51 1.766, H52 1.091, H53 1.090
50 Cl 2.569 -0.724 3.557  C49 1.770
51 Cl 1.506 1.514 5.090  C49 1.766
52 H 0.490 0.369 3.298  C49 1.091
53 H 0.551 -0.620 4.782  C49 1.090
54 C -2.736 -0.528 1.425  Cl55 1.765, Cl56 1.769, H57 1.090, H58 1.089
55 Cl -3.808 -1.691 2.207  C54 1.765
56 Cl -1.096 -0.633 2.078  C54 1.769
57 H -2.705 -0.738 0.356  C54 1.090
58 H -3.121 0.478 1.592  C54 1.089
59 C 4.964 4.659 1.883  Cl60 1.765, Cl61 1.770, H62 1.087, H63 1.090
60 Cl 5.607 5.731 3.129  C59 1.765
61 Cl 4.499 5.569 0.438  C59 1.770
62 H 5.727 3.934 1.612  C59 1.087
63 H 4.088 4.144 2.275  C59 1.090
64 C -5.515 -4.368 -0.006  Cl65 1.767, Cl66 1.769, H67 1.090, H68 1.088
65 Cl -6.164 -2.764 0.354  C64 1.767
66 Cl -3.862 -4.262 -0.628  C64 1.769
67 H -5.512 -4.961 0.907  C64 1.090
68 H -6.145 -4.845 -0.755  C64 1.088
69 C 3.373 1.547 8.289  Cl70 1.769, Cl71 1.769, H72 1.095, H73 1.089
70 Cl 3.428 -0.209 8.498  C69 1.769
71 Cl 2.735 2.343 9.735  C69 1.769
72 H 4.386 1.916 8.096  C69 1.095
73 H 2.728 1.782 7.444  C69 1.089
74 C 6.483 1.918 5.879  Cl75 1.769, Cl76 1.766, H77 1.090, H78 1.089
75 Cl 5.553 3.014 6.909  C74 1.769
76 Cl 5.438 1.097 4.715  C74 1.766
77 H 7.232 2.495 5.337  C74 1.090
78 H 6.972 1.173 6.503  C74 1.089
79 C -9.548 -4.465 1.450  Cl80 1.768, Cl81 1.768, H82 1.089, H83 1.089
80 Cl -8.662 -5.436 0.268  C79 1.768
81 Cl -8.449 -3.576 2.513  C79 1.768
82 H -10.179 -3.753 0.920  C79 1.089
83 H -10.167 -5.126 2.055  C79 1.089
84 C -6.012 -7.935 1.107  Cl85 1.768, Cl86 1.769, H87 1.089, H88 1.090
85 Cl -5.090 -8.883 -0.066  C84 1.768
86 Cl -4.937 -7.035 2.185  C84 1.769
87 H -6.646 -7.230 0.572  C84 1.089
88 H -6.626 -8.609 1.703  C84 1.090
89 C 1.911 5.169 4.698  Cl90 1.768, Cl91 1.767, H92 1.089, H93 1.089
90 Cl 2.369 6.750 4.052  C89 1.768
91 Cl 3.253 4.421 5.571  C89 1.767
92 H 1.069 5.292 5.377  C89 1.089
93 H 1.625 4.521 3.870  C89 1.089
94 C 3.987 1.178 -8.822  Cl95 1.768, Cl96 1.767, H97 1.089, H98 1.089
95 Cl 2.926 0.011 -8.024  C94 1.768
96 Cl 5.626 1.107 -8.164  C94 1.767
97 H 4.023 0.952 -9.887  C94 1.089
98 H 3.588 2.180 -8.671  C94 1.089
99 C -7.981 -11.325 1.623  Cl100 1.769, Cl101 1.769, H102 1.089, H103 1.089
100 Cl -7.280 -10.403 2.961  C99 1.769
101 Cl -8.458 -10.262 0.292  C99 1.769
102 H -7.242 -12.037 1.260  C99 1.089
103 H -8.860 -11.857 1.983  C99 1.089
104 C -6.013 -14.310 3.555  Cl105 1.768, Cl106 1.767, H107 1.089, H108 1.089
105 Cl -7.121 -14.707 2.235  C104 1.768
106 Cl -6.599 -14.950 5.095  C104 1.767
107 H -5.037 -14.742 3.341  C104 1.089
108 H -5.928 -13.226 3.632  C104 1.089
109 C 1.623 8.946 1.338  Cl110 1.767, Cl111 1.769, H112 1.089, H113 1.089
110 Cl 0.968 10.554 1.667  C109 1.767
111 Cl 3.269 9.045 0.699  C109 1.769
112 H 1.637 8.372 2.263  C109 1.089
113 H 0.989 8.448 0.605  C109 1.089
114 C 0.552 8.039 -8.025  Cl115 1.767, Cl116 1.769, H117 1.089, H118 1.089
115 Cl 1.521 7.032 -9.106  C114 1.767
116 Cl 1.582 9.056 -7.008  C114 1.769
117 H -0.098 8.677 -8.622  C114 1.089
118 H -0.050 7.394 -7.386  C114 1.089
119 C 8.743 2.064 1.480  Cl120 1.768, Cl121 1.768, H122 1.089, H123 1.089
120 Cl 8.590 1.448 -0.170  C119 1.768
121 Cl 7.293 1.703 2.426  C119 1.768
122 H 9.601 1.594 1.959  C119 1.089
123 H 8.886 3.143 1.443  C119 1.089
124 C 2.431 6.894 -12.816  Cl125 1.768, Cl126 1.767, H127 1.089, H128 1.089
125 Cl 3.365 5.814 -11.774  C124 1.768
126 Cl 3.471 8.100 -13.582  C124 1.767
127 H 1.944 6.304 -13.591  C124 1.089
128 H 1.681 7.405 -12.214  C124 1.089
129 C 3.062 13.410 0.069  Cl130 1.769, Cl131 1.767, H132 1.089, H133 1.089
130 Cl 4.020 12.973 -1.352  C129 1.769
131 Cl 3.721 14.843 0.867  C129 1.767
132 H 2.040 13.618 -0.244  C129 1.089
133 H 3.070 12.578 0.771  C129 1.089
134 C -2.543 -9.625 3.217  Cl135 1.768, Cl136 1.768, H137 1.089, H138 1.088
135 Cl -3.832 -10.744 3.678  C134 1.768
136 Cl -1.348 -9.456 4.510  C134 1.768
137 H -2.048 -10.004 2.325  C134 1.089
138 H -2.980 -8.650 3.010  C134 1.088
139 C -2.863 5.468 -7.908  Cl140 1.768, Cl141 1.767, H142 1.089, H143 1.089
140 Cl -3.159 6.952 -8.822  C139 1.768
141 Cl -1.987 4.282 -8.883  C139 1.767
142 H -2.270 5.707 -7.026  C139 1.089
143 H -3.818 5.041 -7.606  C139 1.089
144 C -0.526 -0.186 8.506  Cl145 1.769, Cl146 1.767, H147 1.089, H148 1.089
145 Cl -0.668 -0.816 6.859  C144 1.769
146 Cl -1.978 -0.534 9.450  C144 1.767
147 H 0.331 -0.653 8.990  C144 1.089
148 H -0.382 0.892 8.461  C144 1.089
149 C 0.664 -9.178 1.442  Cl150 1.767, Cl151 1.768, H152 1.089, H153 1.089
150 Cl 2.266 -9.183 0.697  C149 1.767
151 Cl -0.144 -7.622 1.211  C149 1.768
152 H 0.060 -9.962 0.987  C149 1.089
153 H 0.769 -9.366 2.510  C149 1.089
154 C 6.703 -1.362 -1.592  Cl155 1.768, Cl156 1.767, H157 1.089, H158 1.089
155 Cl 6.456 0.194 -2.394  C154 1.768
156 Cl 7.514 -2.511 -2.663  C154 1.767
157 H 7.319 -1.209 -0.706  C154 1.089
158 H 5.735 -1.769 -1.304  C154 1.089
159 C -11.708 -10.045 3.070  Cl160 1.768, Cl161 1.768, H162 1.089, H163 1.089
160 Cl -10.796 -11.232 4.010  C159 1.768
161 Cl -10.639 -8.819 2.377  C159 1.768
162 H -12.228 -10.558 2.262  C159 1.089
163 H -12.430 -9.557 3.722  C159 1.089
164 C -6.895 -16.454 8.553  Cl165 1.767, Cl166 1.768, H167 1.089, H168 1.089
165 Cl -7.945 -17.633 9.349  C164 1.767
166 Cl -5.250 -16.526 9.196  C164 1.768
167 H -6.868 -16.669 7.486  C164 1.089
168 H -7.296 -15.455 8.719  C164 1.089

no.,strongest force on any atom (eV Å⁻¹)
1,9.3
2,4.2
3,5.2